The following is a quantum chemistry calculation of a cluster of 2 separate species, C3H4FN3 in total at a distorted geometry, from the Open Molecules 2025 dataset.

CARTESIAN COORDINATES (ANGSTROEM)
C -0.49 1.79 0.48
C -1.23 1.21 1.47
C 1.17 -2.79 -0.22
N 0.12 0.76 -0.15
N -0.94 -0.11 1.49
N -0.16 -0.33 0.46
F 0.73 -3.07 -1.41
H -0.54 2.66 -0.11
H -1.65 1.70 2.37
H 2.16 -2.25 -0.20
H 0.93 -3.53 0.44

**Net charge**: 0
**ΔE to the lowest compared entry with this formula, charge and spin**: 145.7 kcal per mole
**Maximum force**: 4.03 eV Å⁻¹
**Frontier orbital gap (spin up / spin down)**: 8.6 / 6.1 eV
**Multiplicity**: 1